Below is one molecule with the formula C4H8N2O, with properties calculated with ωB97M-V/def2-TZVPD.

The SMILES is CN[C@]1(C)NC1=O. As for the energy above the lowest of the compared OMol25 structures with the same formula, charge and spin: 2.617 eV. The calculation puts the LUMO energy at 0.8 eV. The value obtained for the HOMO-LUMO gap is 9.979 eV. For the highest occupied orbital energy, the calculation gives -0.3372 hartree.

Last column: Löwdin charge in e.
Element x y z (Å)
C1 -0.13 0.52 -0.21  -0.4258
C2 0.56 1.05 -1.44  -0.0115
C3 0.05 -1.83 0.46  -0.1204
N1 0.46 0.96 1.08  0.1940
N2 -0.62 -0.83 -0.35  -0.0435
C4 -0.78 1.36 0.82  -0.4306
O1 -1.73 1.94 1.25  0.1141
H1 0.92 0.48 1.83  0.1268
H2 -1.62 -0.86 -0.19  0.1177
H3 1.36 0.37 -1.73  0.0762
H4 -0.15 1.10 -2.26  0.0794
H5 0.97 2.03 -1.24  0.0814
H6 -0.09 -1.70 1.55  0.0770
H7 1.12 -1.79 0.24  0.0862
H8 -0.33 -2.81 0.18  0.0789

Below is a 2-piece molecular cluster, C4H8N2O overall in a non-equilibrium geometry, with properties calculated with ωB97M-V/def2-TZVPD.

The SMILES is Cc1cnc[nH]1.O. As for the energy above the lowest of the compared OMol25 structures with the same formula, charge and spin: 1.011 eV. The calculation puts the LUMO energy at 0.9 eV. The value obtained for the HOMO-LUMO gap is 9.452 eV. For the highest occupied orbital energy, the calculation gives -0.3126 hartree.

Last column: Löwdin charge in e.
Element x y z (Å)
C1 0.92 1.03 -1.67  -0.0442
C2 0.79 0.14 -0.51  -0.3248
C3 -0.21 -0.11 0.38  -0.1012
N1 0.13 -1.16 1.23  0.0396
C4 1.31 -1.54 0.85  -0.2275
N2 1.78 -0.77 -0.18  0.0781
H1 1.21 0.54 -2.59  0.0710
H2 1.69 1.80 -1.50  0.0822
H3 0.01 1.59 -1.84  0.0793
H4 -1.17 0.34 0.60  0.0798
H5 1.86 -2.38 1.24  0.1100
H6 2.56 -1.05 -0.75  0.1464
H7 -4.29 0.44 1.13  0.0335
H8 -3.15 0.31 2.19  0.0368
O1 -3.45 0.80 1.42  -0.0592

Below is C4H8N2O as an isolated structure in a non-equilibrium geometry, with properties calculated with ωB97M-V/def2-TZVPD.

As for the energy above the lowest of the compared OMol25 structures with the same formula, charge and spin: 4.253 eV. The calculation puts the LUMO energy at 0.4 eV. The value obtained for the HOMO-LUMO gap is 9.878 eV. For the highest occupied orbital energy, the calculation gives -0.3501 hartree.

Last column: Löwdin charge in e.
Element x y z (Å)
C1 0.29 -0.31 -0.84  -0.4280
C2 0.68 -1.67 -0.37  -0.0403
C3 -0.71 0.46 -0.04  -0.3518
C4 0.06 1.08 1.10  -0.2436
O1 0.06 -0.25 -2.19  0.0217
N1 -1.75 0.94 -0.63  0.1515
N2 0.29 0.36 2.17  0.0916
H1 -0.85 0.12 -2.29  0.0983
H2 1.13 0.56 -0.09  0.2088
H3 -2.19 1.67 -0.07  0.0644
H4 0.71 0.95 2.89  0.0478
H5 0.00 2.18 1.13  0.1277
H6 0.99 -1.64 0.68  0.0700
H7 1.47 -2.08 -1.01  0.0872
H8 -0.18 -2.35 -0.43  0.0947

Below is C4H8N2O as an isolated structure in a non-equilibrium geometry, with properties calculated with ωB97M-V/def2-TZVPD.

As for the energy above the lowest of the compared OMol25 structures with the same formula, charge and spin: 3.750 eV. The calculation puts the LUMO energy at 0.6 eV. The value obtained for the HOMO-LUMO gap is 10.803 eV. For the highest occupied orbital energy, the calculation gives -0.3742 hartree.

Last column: Löwdin charge in e.
Element x y z (Å)
C1 -1.89 0.63 0.59  -0.0854
N1 -0.50 0.20 0.70  -0.0607
C2 0.22 0.03 -0.43  -0.2485
C3 1.69 -0.34 -0.26  -0.2632
O1 2.41 0.82 0.09  -0.0437
C4 -0.87 -1.18 -1.64  -0.1592
N2 -0.09 -1.95 -1.20  0.0172
H1 -2.46 -0.09 -0.01  0.0648
H2 -2.32 0.72 1.59  0.0859
H3 -1.92 1.61 0.10  0.0920
H4 -0.35 -0.53 1.39  0.1446
H5 0.07 0.82 -1.17  0.1277
H6 2.09 -0.70 -1.20  0.1175
H7 1.79 -1.14 0.48  0.1207
H8 2.14 1.09 0.98  0.0902

Below is a 2-piece molecular cluster, C4H8N2O overall in a non-equilibrium geometry, with properties calculated with ωB97M-V/def2-TZVPD.

The SMILES is N#C/C=C/CO.N. As for the energy above the lowest of the compared OMol25 structures with the same formula, charge and spin: 3.330 eV. The calculation puts the LUMO energy at 0.5 eV. The value obtained for the HOMO-LUMO gap is 8.779 eV. For the highest occupied orbital energy, the calculation gives -0.3038 hartree.

Last column: Löwdin charge in e.
Element x y z (Å)
N1 -1.31 -1.05 0.51  0.0596
C1 -0.54 0.88 0.08  -0.2161
C2 0.38 0.54 -0.83  -0.1346
C3 1.69 0.00 -0.34  -0.2568
O1 1.48 -1.06 0.61  -0.0944
C4 -1.80 1.48 -0.28  -0.2189
N2 -2.79 2.01 -0.57  0.1424
H1 -0.59 -1.39 1.13  0.0431
H2 -2.26 -1.24 0.76  0.0580
H3 -0.31 0.94 1.14  0.1235
H4 0.25 0.83 -1.86  0.1072
H5 -1.04 -1.25 -0.45  0.0644
H6 2.21 0.82 0.17  0.1166
H7 2.32 -0.35 -1.17  0.1131
H8 2.30 -1.16 1.11  0.0929

Below is one molecule with the formula C4H8N2O in a non-equilibrium geometry, with properties calculated with ωB97M-V/def2-TZVPD.

The SMILES is [H]/N=C\O[C@H](C)/C=N\[H]. As for the energy above the lowest of the compared OMol25 structures with the same formula, charge and spin: 2.786 eV. The calculation puts the LUMO energy at 0.8 eV. The value obtained for the HOMO-LUMO gap is 10.791 eV. For the highest occupied orbital energy, the calculation gives -0.3662 hartree.

Last column: Löwdin charge in e.
Element x y z (Å)
C1 1.26 -0.74 0.59  -0.0420
C2 -0.13 -0.89 -0.01  -0.3663
O1 -1.13 -0.62 0.93  -0.0606
H1 -0.30 -1.91 -0.39  0.1478
H2 1.39 0.25 1.03  0.0781
H3 1.38 -1.47 1.39  0.0843
H4 2.02 -0.91 -0.16  0.0753
C3 -1.47 0.77 0.93  -0.2816
C4 -0.35 0.03 -1.31  -0.2171
N1 -0.85 1.84 0.79  0.1466
N2 0.52 0.50 -2.09  0.1064
H5 -0.01 1.85 0.24  0.0486
H6 1.48 0.49 -1.73  0.0472
H7 -2.43 0.79 1.44  0.1198
H8 -1.37 0.02 -1.68  0.1135

Below is one molecule with the formula C4H8N2O in a non-equilibrium geometry, with properties calculated with ωB97M-V/def2-TZVPD.

The SMILES is [H]/N=C(C)/C(O)=C\N. As for the energy above the lowest of the compared OMol25 structures with the same formula, charge and spin: 4.696 eV. The calculation puts the LUMO energy (alpha / beta) at -0.2 / 0.8 eV. The value obtained for the HOMO-LUMO gap (alpha / beta) is 6.814 / 8.076 eV. For the highest occupied orbital energy (alpha / beta), the calculation gives -0.2566 / -0.2692 hartree.

Last column: Löwdin charge in e.
Element x y z (Å)
C1 -1.52 0.26 0.49  -0.0254
C2 1.02 -0.13 0.13  -0.3198
C3 -0.03 -0.46 1.05  -0.3291
N1 0.18 0.61 -2.06  0.0879
C4 0.76 0.80 -0.85  -0.1732
O1 2.29 -0.63 0.35  0.0411
N2 0.00 -1.40 1.92  0.0969
H1 2.16 -1.34 1.01  0.0961
H2 -0.81 -1.35 2.55  0.0481
H3 0.49 1.17 -2.85  0.1029
H4 -0.20 -0.31 -2.26  0.1101
H5 1.33 1.72 -0.81  0.1217
H6 -2.02 0.54 1.42  0.0447
H7 -1.65 1.13 -0.16  0.0460
H8 -2.01 -0.61 0.06  0.0518

Below is C4H8N2O as an isolated structure in a non-equilibrium geometry, with properties calculated with ωB97M-V/def2-TZVPD.

As for the energy above the lowest of the compared OMol25 structures with the same formula, charge and spin: 5.449 eV. The calculation puts the LUMO energy at 1.0 eV. The value obtained for the HOMO-LUMO gap is 9.977 eV. For the highest occupied orbital energy, the calculation gives -0.3312 hartree.

Last column: Löwdin charge in e.
Element x y z (Å)
C1 1.08 -1.67 0.16  0.0088
N1 -0.57 0.15 -0.16  -0.2418
C2 0.22 -0.90 -0.79  -0.4443
N2 -1.75 0.44 -0.93  0.0803
O1 0.13 -1.09 -1.97  0.1135
H1 -0.69 0.11 1.21  0.1786
H2 -2.12 1.32 -0.58  0.0860
H3 -1.48 0.56 -1.91  0.0779
H4 0.45 -2.40 0.67  0.0989
H5 1.85 -2.20 -0.41  0.0890
H6 1.52 -1.03 0.92  0.0733
C3 0.21 1.33 0.32  -0.2308
C4 0.07 1.29 1.64  -0.0106
H7 0.52 2.06 2.26  0.0193
H8 0.56 2.03 -0.43  0.1018

Below is one molecule with the formula C4H8N2O, with properties calculated with ωB97M-V/def2-TZVPD.

The SMILES is [H]/N=C(/C)[NH2+]C(=C)[O-]. As for the energy above the lowest of the compared OMol25 structures with the same formula, charge and spin: 3.657 eV. The calculation puts the LUMO energy at 0.6 eV. The value obtained for the HOMO-LUMO gap is 8.761 eV. For the highest occupied orbital energy, the calculation gives -0.3003 hartree.

Last column: Löwdin charge in e.
Element x y z (Å)
C1 -1.66 -0.87 -0.26  -0.0282
C2 0.79 0.87 -0.40  -0.5695
C3 -0.86 -0.27 0.84  -0.3742
N1 0.89 -0.41 0.36  0.1479
C4 1.67 1.19 -1.35  0.0297
O1 -0.29 1.42 0.05  -0.0451
N2 -1.15 -0.23 2.05  0.1425
H1 1.20 -1.22 -0.17  0.1386
H2 1.44 -0.32 1.21  0.1374
H3 -0.52 0.24 2.69  0.0671
H4 -1.77 -1.94 -0.08  0.0895
H5 -2.64 -0.41 -0.26  0.0956
H6 -1.20 -0.71 -1.23  0.0817
H7 1.54 2.09 -1.92  0.0496
H8 2.54 0.58 -1.53  0.0374

Below is a 2-piece molecular cluster, C4H8N2O overall, with properties calculated with ωB97M-V/def2-TZVPD.

As for the energy above the lowest of the compared OMol25 structures with the same formula, charge and spin: 3.816 eV. The calculation puts the LUMO energy at 0.9 eV. The value obtained for the HOMO-LUMO gap is 9.746 eV. For the highest occupied orbital energy, the calculation gives -0.3269 hartree.

Last column: Löwdin charge in e.
Element x y z (Å)
C1 1.09 0.04 -1.29  -0.0293
C2 -1.01 -1.82 0.23  0.0072
C3 -2.21 -1.93 1.19  -0.1986
N1 -1.14 -1.00 1.22  -0.0305
C4 0.71 1.27 -0.49  -0.5788
O1 -0.42 1.47 -0.06  -0.0025
N2 1.72 2.13 -0.22  0.1538
H1 1.25 -0.79 -0.59  0.0649
H2 0.25 -0.25 -1.93  0.0814
H3 1.98 0.18 -1.90  0.0741
H4 -3.19 -1.60 0.85  0.0791
H5 -2.20 -2.69 1.97  0.0690
H6 -0.95 0.00 1.31  0.1015
H7 2.63 2.03 -0.61  0.0980
H8 1.50 2.97 0.31  0.1105

Below is C4H8N2O as an isolated structure in a non-equilibrium geometry, with properties calculated with ωB97M-V/def2-TZVPD.

As for the energy above the lowest of the compared OMol25 structures with the same formula, charge and spin: 2.892 eV. The calculation puts the LUMO energy at 0.5 eV. The value obtained for the HOMO-LUMO gap is 9.173 eV. For the highest occupied orbital energy, the calculation gives -0.3180 hartree.

Last column: Löwdin charge in e.
Element x y z (Å)
H1 -1.05 -1.10 1.54  0.0483
O1 -0.90 -1.65 2.64  -0.2844
N1 -0.51 -0.86 0.39  0.0338
H2 -1.39 -1.35 3.38  -0.0678
C1 -0.86 0.28 -0.44  -0.0682
C2 0.82 -0.90 0.24  -0.1209
C3 0.18 0.87 -1.04  -0.3364
N2 1.30 0.17 -0.51  0.0879
H3 2.35 0.13 -0.71  0.1887
H4 1.39 -1.62 0.80  0.1362
H5 -1.91 0.41 -0.81  0.1356
C4 0.15 2.13 -1.82  -0.0545
H6 1.04 2.69 -1.37  0.1005
H7 0.26 1.81 -2.97  0.1257
H8 -0.69 2.83 -1.72  0.0756

Below is one molecule with the formula C4H8N2O in a non-equilibrium geometry, with properties calculated with ωB97M-V/def2-TZVPD.

The SMILES is [H]/N=C(\C)[C@@]1(N)CO1. As for the energy above the lowest of the compared OMol25 structures with the same formula, charge and spin: 3.493 eV. The calculation puts the LUMO energy at 1.0 eV. The value obtained for the HOMO-LUMO gap is 9.370 eV. For the highest occupied orbital energy, the calculation gives -0.3092 hartree.

Last column: Löwdin charge in e.
Element x y z (Å)
C1 1.86 0.85 0.56  -0.0568
C2 -1.79 -0.20 -0.57  -0.0273
N1 -0.82 1.28 1.14  0.1445
C3 0.66 -0.27 0.13  -0.4402
C4 -0.67 0.32 0.30  -0.3479
N2 0.89 -1.27 -0.82  0.1178
O1 1.52 -0.29 1.24  -0.0323
H1 -1.76 1.66 1.15  0.0580
H2 0.19 -1.99 -0.91  0.0731
H3 1.79 -1.74 -0.72  0.0974
H4 2.59 0.86 -0.24  0.0902
H5 1.77 1.77 1.12  0.0939
H6 -1.89 0.42 -1.46  0.0911
H7 -1.61 -1.23 -0.88  0.0579
H8 -2.74 -0.16 -0.03  0.0806